1.
Molecular formula: C5H39NO14
Method: DFT, ωB97M-V/def2-TZVPD

Summary:
ΔE to the lowest compared entry with this formula, charge and spin, kcal/mol: 172.3
Orbital gap, eV: 9.170
Energy, eV: -35969.0880
Multiplicity: 1
LUMO, eV: 0.09

Each line ends with the Löwdin charge.
Cartesian coordinates (Å):
C 0.74239 -0.04517 0.33019  -0.08
N -0.33410 -0.73532 -0.47991  -0.09
C -0.16234 -0.34236 -1.91404  -0.24
C -1.27138 -0.69919 -2.87752  -0.20
C -2.06366 0.58157 -3.24937  -0.15
C -1.34248 1.44839 -3.99528  0.00
H 0.39479 1.00186 0.59400  0.08
H 1.66373 -0.01453 -0.27321  0.04
H 1.01341 -0.63220 1.22013  0.07
H -1.22054 -0.54055 -0.01530  0.09
H 0.65030 -0.92071 -2.18941  0.08
H 0.02170 0.71940 -1.96465  0.08
H -1.85388 -1.68401 -2.62611  0.12
H -0.78708 -1.17307 -3.80134  0.12
H -3.20232 0.51979 -3.33596  0.12
H -0.36762 1.20154 -4.20500  0.04
H -1.83911 2.26997 -4.52731  0.07
H -1.73277 -3.50471 -0.50281  -0.04
H -2.85252 -4.47092 -0.52824  0.02
O -2.62102 -3.59543 -0.74282  -0.01
H -1.06226 -0.08226 3.28984  0.03
H 0.13366 0.64542 3.80938  0.07
O -0.29249 0.40786 2.93892  -0.10
H -2.02646 3.07487 0.82296  0.00
H -1.73081 1.58635 0.58745  0.02
O -1.73530 2.48880 0.17729  -0.04
H 0.93454 2.74048 2.90215  -0.05
H 1.81324 2.26327 3.90313  -0.01
O 0.97960 2.43541 3.71796  0.06
H 0.23021 -3.31325 -2.06172  0.07
H 1.02359 -4.66365 -1.80174  0.02
O 1.12225 -3.74217 -1.87286  -0.05
H 3.18673 -3.54899 -1.02015  -0.01
H 3.27755 -3.53717 0.37218  0.03
O 3.88966 -3.50222 -0.36991  -0.06
H 2.24630 0.67944 -2.21981  0.05
H 2.99234 1.81159 -1.45152  0.06
O 2.26883 1.68076 -2.12531  -0.11
H 3.86405 -0.62351 -1.59157  0.16
H 4.64785 0.15584 -0.46135  0.10
O 3.67261 -0.03522 -0.68848  -0.16
H -2.55952 1.70938 3.59903  0.05
H -1.30399 2.41783 3.34619  -0.01
O -2.23844 2.59522 3.31449  -0.05
H -3.25305 1.02897 1.82487  0.06
H -3.78746 0.56049 0.46937  0.03
O -3.13592 0.35666 1.09392  -0.04
H 2.30371 3.79149 0.72147  0.01
H 1.88555 2.56695 0.47435  -0.05
O 2.15382 3.03441 1.21542  0.00
H -1.34349 -3.14839 2.30433  0.08
H -2.42433 -2.02565 2.58901  0.08
O -1.47278 -2.28191 2.88232  -0.15
H -0.27263 3.14534 -0.88408  -0.03
H 1.04730 2.91170 -1.57485  0.02
O 0.62766 3.35142 -0.81207  -0.06
H -0.06953 -2.27456 0.18787  -0.06
H 0.47590 -2.58124 1.64686  0.09
O 0.13234 -3.01546 0.76703  -0.14

Forces on atoms 1 to 6 (eV/Å):
C -0.5 0.3 -0.6
N 0.8 0.5 0.4
C -1.9 -0.2 2.0
C -1.0 -2.0 -0.8
C -0.4 -1.4 -2.3
C -4.0 0.1 0.7

=====

2.
Molecular formula: C44H42CuN5O2P2STe
Method: DFT, ωB97M-V/def2-TZVPD

Summary:
ΔE to the lowest compared entry with this formula, charge and spin, kcal/mol: 3.0
Orbital gap (alpha / beta), eV: 6.641 / 6.378
Energy, eV: -139202.0132
Multiplicity: 2
Net charge: -1
LUMO (alpha / beta), eV: 2.29 / 1.88

Each line ends with the Löwdin charge.
Cartesian coordinates (Å):
Cu -0.69439 -0.73123 0.74674  0.29
Te 3.30735 2.30048 -0.51531  1.23
C 3.26235 3.09242 -2.51329  -0.54
C 4.13029 2.65630 -3.50797  -0.15
C 3.97502 3.13378 -4.80204  -0.17
N 3.03317 4.00301 -5.16286  0.05
C 2.21301 4.42871 -4.20283  -0.16
C 2.28937 4.01475 -2.88046  -0.13
C 1.81943 0.87545 -0.64711  -1.04
P 2.04572 -0.87441 -0.66042  0.90
C 3.77361 -1.16017 -0.11039  -0.39
C 4.80450 -1.65039 -0.90584  -0.09
C 6.07816 -1.83820 -0.38055  -0.10
C 6.34199 -1.54014 0.94680  -0.11
C 5.31891 -1.05736 1.75444  -0.10
C 4.05041 -0.87642 1.23019  -0.14
C 2.12853 -1.41076 -2.42561  -0.38
C 1.39474 -2.52630 -2.81615  -0.10
C 1.35029 -2.92021 -4.14921  -0.09
C 2.04403 -2.19843 -5.10821  -0.10
C 2.77712 -1.07788 -4.73228  -0.09
C 2.81093 -0.68876 -3.40324  -0.12
P 0.09603 1.13565 -0.43515  0.87
C -0.22333 2.90885 -0.10250  -0.34
C 0.28387 3.49079 1.05855  -0.14
C 0.07010 4.83056 1.33861  -0.08
C -0.66309 5.61676 0.46079  -0.10
C -1.18095 5.04911 -0.69334  -0.09
C -0.96398 3.70606 -0.97259  -0.08
C -0.70390 0.95310 -2.08023  -0.36
C 0.01026 1.20624 -3.24856  -0.09
C -0.59281 1.05503 -4.48783  -0.08
C -1.91894 0.64727 -4.56787  -0.10
C -2.63911 0.39669 -3.40810  -0.08
C -2.03400 0.54810 -2.16745  -0.09
H 4.91600 1.94462 -3.28400  0.09
H 4.64009 2.79681 -5.59162  0.10
H 1.44873 5.13642 -4.50830  0.10
H 1.58123 4.39165 -2.15244  0.08
H 4.61720 -1.88766 -1.94475  0.09
H 6.86923 -2.21494 -1.01815  0.10
H 7.33639 -1.68234 1.35172  0.09
H 5.51160 -0.82134 2.79414  0.10
H 3.25637 -0.48988 1.86105  0.08
H 0.82644 -3.07018 -2.06882  0.08
H 0.75929 -3.78050 -4.43928  0.10
H 2.00271 -2.49654 -6.14885  0.09
H 3.30669 -0.49832 -5.47978  0.10
H 3.35050 0.20556 -3.11421  0.07
H 0.86771 2.89381 1.74357  0.07
H 0.48093 5.26124 2.24344  0.10
H -0.83188 6.66438 0.67760  0.10
H -1.76059 5.65051 -1.38292  0.10
H -1.37797 3.28097 -1.87708  0.10
H 1.04883 1.50680 -3.17587  0.08
H -0.02450 1.24700 -5.39018  0.10
H -2.38809 0.51984 -5.53619  0.09
H -3.67250 0.07709 -3.46203  0.10
H -2.59816 0.35720 -1.26333  0.07
N -5.67161 -2.29063 6.45176  0.08
C -5.34260 -1.95737 5.13090  -0.33
C -6.32357 -1.94088 4.14086  -0.04
C -6.00770 -1.57409 2.84347  -0.05
C -4.71125 -1.21074 2.52491  -0.29
C -3.72739 -1.21993 3.50248  -0.06
C -4.03832 -1.59196 4.79754  -0.03
S -4.30453 -0.69060 0.87615  0.57
O -5.31130 -1.22654 -0.00430  -0.32
O -4.13830 0.74082 0.90156  -0.32
N -2.84004 -1.29907 0.60067  -0.14
C -2.58713 -2.61777 0.66732  -0.46
N -3.49765 -3.57631 0.89880  0.14
C -3.03868 -4.81521 0.98743  -0.14
C -1.70077 -5.15891 0.85759  -0.07
C -0.82947 -4.10569 0.62340  -0.13
N -1.25354 -2.86278 0.51924  0.08
H -6.47722 -2.89007 6.53625  0.08
H -4.89574 -2.63911 6.99234  0.08
H -7.33960 -2.22432 4.39258  0.11
H -6.75668 -1.58462 2.06258  0.11
H -2.71563 -0.93884 3.24207  0.08
H -3.26589 -1.59862 5.55883  0.11
H -3.78783 -5.57856 1.17956  0.10
H -1.35931 -6.17959 0.93978  0.09
H 0.24075 -4.25581 0.51413  0.11
C 1.19860 0.28343 4.56114  -0.09
C 0.47956 0.51825 3.22773  -0.52
C -0.81043 1.30107 3.45843  -0.09
C 0.23603 -0.78783 2.50524  -0.19
H 1.39825 1.22725 5.07680  0.07
H 2.14941 -0.23260 4.41005  0.07
H 0.58197 -0.33640 5.21868  0.07
H 1.15356 1.10909 2.59669  0.09
H -1.44696 0.77220 4.17464  0.07
H -1.38010 1.42362 2.53457  0.07
H -0.60942 2.29392 3.86903  0.08
H -0.39883 -1.47275 3.08553  0.06
H 1.16836 -1.30269 2.26112  0.03

Forces on atoms 1 to 6 (eV/Å):
Cu -0.1 0.2 -0.1
Te -0.1 -0.1 -0.4
C 0.0 0.0 0.1
C 0.0 0.0 0.0
C 0.0 0.0 0.0
N 0.0 0.0 0.0